(1)
The following is a quantum chemistry calculation of a structure of composition C45H60ClN4S2SeY, from the Open Molecules 2025 dataset.

Calculated values
- HOMO energy: -12.0 eV
- LUMO level: -0.2235 Eh
- Electronic energy: -154171.642 eV
- Energy above the lowest of the compared OMol25 structures with the same formula, charge and spin: 19.4 kJ/mol
- Gap between HOMO and LUMO: 0.21765 hartree

Geometry as ORCA input:
```
! RIJCOSX wB97M-V def2-TZVPD def2/J DEFGRID3
* xyz 2 1
Y 1.865 -1.003 -1.326
C 1.669 0.127 5.201
C 1.280 1.285 4.316
C -0.080 1.780 4.197
C -1.163 1.130 4.983
C -0.397 2.772 3.264
C -1.836 3.336 3.165
C 0.667 3.385 2.541
C 0.311 4.567 1.685
C 2.041 2.997 2.737
C 3.115 3.722 2.039
C 2.317 1.922 3.594
C 3.741 1.549 3.874
H 2.011 0.511 6.173
H 2.417 -0.457 4.732
H 0.803 -0.547 5.291
H -0.901 0.108 5.069
H -2.111 1.304 4.522
H -1.110 1.529 5.998
H -2.000 4.076 2.377
H -2.065 3.890 4.117
H -2.588 2.596 3.144
H -0.237 5.342 2.269
H -0.379 4.304 0.843
H 1.192 5.156 1.287
H 3.857 3.116 1.509
H 3.702 4.363 2.692
H 2.732 4.367 1.277
H 4.013 0.663 3.270
H 3.954 1.202 4.899
H 4.436 2.319 3.544
S -0.599 0.131 -0.376
C -1.906 -0.729 -0.802
N -3.110 -0.510 -0.276
C -4.296 -1.135 -0.884
C -4.007 -2.532 -1.352
N -2.814 -2.575 -2.206
C -3.023 -3.230 -3.542
C -4.205 -2.576 -4.265
C -5.285 -3.330 -4.795
C -6.254 -2.744 -5.578
C -6.113 -1.359 -5.835
C -5.017 -0.654 -5.397
C -4.046 -1.228 -4.639
C -1.720 -1.835 -1.945
S -0.296 -1.988 -2.814
C -3.356 0.383 0.885
C -4.074 -0.370 1.946
C -5.422 -0.180 2.241
C -6.096 -1.015 3.134
C -5.405 -2.036 3.782
C -4.034 -2.172 3.518
C -3.412 -1.352 2.619
H -4.593 -0.536 -1.797
H -5.141 -1.138 -0.179
H -4.867 -2.846 -1.920
H -3.777 -3.110 -0.444
H -3.266 -4.268 -3.301
H -2.124 -3.208 -4.161
H -5.357 -4.393 -4.514
H -7.018 -3.371 -5.992
H -6.787 -0.854 -6.557
H -4.929 0.308 -5.741
H -3.207 -0.662 -4.233
H -3.911 1.242 0.486
H -2.404 0.712 1.194
H -6.037 0.519 1.738
H -7.111 -0.761 3.308
H -5.949 -2.706 4.481
H -3.433 -2.921 4.109
H -2.362 -1.492 2.411
Cl 3.374 -1.419 -3.432
C 4.076 -5.196 -2.635
C 3.732 -4.215 -1.483
C 4.727 -3.447 -0.875
C 4.393 -2.545 0.155
C 5.460 -1.582 0.644
C 3.046 -2.370 0.517
Se 2.458 -0.794 1.415
C 2.051 -3.212 -0.019
C 0.663 -3.182 0.438
C 2.409 -4.110 -1.061
H 4.568 -4.657 -3.503
H 3.217 -5.697 -3.019
H 4.710 -6.013 -2.239
H 5.784 -3.504 -1.281
H 6.440 -1.720 0.214
H 5.525 -1.774 1.702
H 5.108 -0.521 0.513
H 0.070 -2.318 0.027
H 0.702 -3.057 1.528
H 0.227 -4.106 0.164
H 1.685 -4.833 -1.459
C 1.888 3.967 -1.497
C 1.479 2.460 -1.245
N 2.557 1.563 -1.772
C 3.817 1.958 -1.072
C 4.257 3.400 -1.326
N 3.200 3.994 -2.149
C 3.157 3.304 -3.451
C 2.691 1.836 -3.239
H 1.918 4.542 -0.548
H 1.211 4.471 -2.207
H 0.610 2.124 -1.778
H 1.180 2.321 -0.158
H 4.645 1.266 -1.457
H 3.754 1.778 -0.035
H 5.153 3.530 -1.897
H 4.373 3.948 -0.434
H 3.429 4.971 -2.311
H 4.131 3.348 -3.869
H 2.441 3.833 -4.090
H 3.429 1.106 -3.579
H 1.761 1.660 -3.789
*
```

Mulliken population analysis, charges in e, atoms 1 to 6: Y -0.043; C -2.153; C 1.341; C 0.945; C -1.957; C 1.310

(2)
The following is a quantum chemistry calculation of a cluster of 11 separate species, C45H60N10O5 in total, from the Open Molecules 2025 dataset.

Calculated values
- SMILES: C=CC(=O)OCCCCCCC1=CC(=O)C=C(C[C@H](C)OCc2ccccc2)C1=O.CC#N.CC#N.CC#N.CC#N.CC#N.CC#N.CC#N.CC#N.CC#N.CC#N
- HOMO energy: -8.9 eV
- LUMO level: -0.0149 Eh
- Electronic energy: -72771.483 eV
- Gap between HOMO and LUMO: 0.31063 hartree

Geometry as ORCA input:
```
! RIJCOSX wB97M-V def2-TZVPD def2/J DEFGRID3
* xyz 0 1
C 2.597 1.440 3.039
C 3.057 0.678 4.014
C 2.246 -0.298 4.794
O 1.930 -0.070 5.920
O 1.859 -1.435 4.176
C 2.963 -2.292 3.813
C 2.792 -2.795 2.387
C 2.248 -4.225 2.310
C 1.875 -4.664 0.853
C 2.438 -3.705 -0.179
C 2.233 -4.109 -1.654
C 2.863 -2.991 -2.407
C 4.045 -3.044 -3.011
C 4.567 -1.802 -3.625
O 5.201 -1.786 -4.648
C 4.210 -0.574 -2.869
C 3.023 -0.495 -2.266
C 2.644 0.707 -1.430
C 1.196 0.775 -0.939
C 0.844 2.248 -0.677
O 1.024 0.072 0.286
C -0.003 -0.905 0.278
C -1.287 -0.452 0.925
C -2.494 -0.868 0.356
C -3.726 -0.535 0.910
C -3.750 0.236 2.075
C -2.551 0.673 2.635
C -1.321 0.332 2.078
C 2.141 -1.680 -2.468
O 0.957 -1.634 -2.693
H 1.556 1.541 2.780
H 3.291 2.047 2.478
H 4.091 0.779 4.314
H 3.080 -3.091 4.545
H 3.870 -1.691 3.855
H 3.755 -2.696 1.904
H 2.064 -2.133 1.933
H 3.018 -4.919 2.651
H 1.397 -4.307 2.983
H 0.788 -4.704 0.795
H 2.243 -5.674 0.682
H 3.505 -3.557 -0.048
H 1.905 -2.764 -0.082
H 1.165 -4.104 -1.867
H 2.677 -5.069 -1.900
H 4.629 -3.952 -3.056
H 4.919 0.238 -2.805
H 3.273 0.654 -0.538
H 2.945 1.618 -1.932
H 0.521 0.443 -1.722
H -0.218 2.389 -0.513
H 1.234 2.873 -1.474
H 1.396 2.536 0.219
H 0.369 -1.756 0.854
H -0.231 -1.283 -0.716
H -2.468 -1.477 -0.540
H -4.647 -0.887 0.471
H -4.706 0.485 2.511
H -2.569 1.286 3.526
H -0.391 0.657 2.515
C -5.637 2.652 -1.025
C -4.202 2.757 -1.236
N -3.069 2.837 -1.412
H -6.157 2.443 -1.960
H -5.871 1.850 -0.327
H -6.040 3.579 -0.620
C 2.741 6.047 -2.435
C 3.380 4.934 -1.755
N 3.881 4.051 -1.218
H 3.278 6.311 -3.345
H 1.716 5.799 -2.711
H 2.709 6.930 -1.800
C -6.962 2.694 -5.627
C -7.866 2.487 -4.507
N -8.584 2.320 -3.626
H -6.123 3.325 -5.341
H -6.561 1.747 -5.985
H -7.473 3.172 -6.462
C -3.027 5.856 -3.129
C -1.592 5.938 -3.334
N -0.458 6.005 -3.489
H -3.547 5.663 -4.067
H -3.276 5.052 -2.437
H -3.417 6.787 -2.720
C -8.146 0.032 3.910
C -7.596 -0.544 2.695
N -7.158 -1.010 1.742
H -8.891 0.792 3.681
H -8.621 -0.741 4.514
H -7.366 0.494 4.513
C 7.673 0.208 3.084
C 6.531 -0.541 2.596
N 5.640 -1.136 2.183
H 7.353 1.084 3.638
H 8.301 -0.399 3.737
H 8.287 0.548 2.254
C 6.503 -4.020 4.129
C 7.925 -3.833 3.896
N 9.049 -3.683 3.717
H 5.988 -4.293 3.208
H 6.321 -4.807 4.860
H 6.049 -3.103 4.500
C 7.077 3.772 0.302
C 7.223 3.458 1.715
N 7.332 3.220 2.833
H 7.462 4.767 0.087
H 7.624 3.057 -0.311
H 6.028 3.742 0.005
C -7.886 -0.653 -8.509
C -7.718 0.768 -8.772
N -7.590 1.889 -8.980
H -7.977 -0.841 -7.440
H -8.783 -1.031 -8.996
H -7.034 -1.218 -8.882
C -7.869 -4.901 3.121
C -8.124 -3.952 4.191
N -8.326 -3.194 5.029
H -6.847 -4.805 2.758
H -8.014 -5.923 3.469
H -8.542 -4.727 2.284
*
```

Mulliken population analysis, charges in e, atoms 1 to 6: C -0.464; C -0.069; C 0.292; O -0.579; O -0.334; C -0.542

(3)
The following is a quantum chemistry calculation of a structure of composition C45H62AsN5O4TeTi, from the Open Molecules 2025 dataset.

Calculated values
- HOMO energy (spin up / spin down): -8.8 / -9.9 eV
- LUMO level (spin up / spin down): -0.0912 / -0.0946 Eh
- Electronic energy: -154556.386 eV
- Energy above the lowest of the compared OMol25 structures with the same formula, charge and spin: 0.1 kJ/mol
- Gap between HOMO and LUMO (spin up / spin down): 0.23294 / 0.26864 hartree

Geometry as ORCA input:
```
! RIJCOSX wB97M-V def2-TZVPD def2/J DEFGRID3
* xyz 1 2
Ti 0.406 -0.189 -0.290
N 0.199 2.151 1.271
C -0.310 1.317 2.374
C -0.114 1.936 3.766
C -0.677 1.158 4.963
C -2.207 1.041 5.038
N -2.822 0.153 4.037
C -2.678 -1.167 4.010
N -2.168 -1.813 5.064
N -3.119 -1.856 2.961
C 0.329 -0.089 2.286
O -0.072 -1.018 2.950
O 1.310 -0.168 1.390
H 1.113 2.531 1.509
H -0.421 2.932 1.080
H -1.371 1.172 2.192
H -0.568 2.931 3.730
H 0.958 2.082 3.926
H -0.348 1.651 5.881
H -0.242 0.160 4.963
H -2.673 2.016 4.889
H -2.511 0.705 6.031
H -3.226 0.566 3.206
H -1.662 -1.286 5.754
H -1.869 -2.766 4.942
H -3.397 -1.365 2.121
H -2.984 -2.850 2.910
C -4.708 1.851 -4.661
C -3.757 1.512 -3.542
C -4.086 1.792 -2.212
C -3.245 1.426 -1.182
C -3.555 1.750 0.251
O -3.693 0.870 1.083
C -3.629 3.184 0.676
C -3.046 4.185 -0.092
C -3.044 5.497 0.368
C -3.639 5.803 1.583
C -4.243 4.805 2.344
C -4.230 3.497 1.894
C -2.028 0.806 -1.458
O -1.233 0.513 -0.446
C -1.615 0.590 -2.780
C -2.525 0.934 -3.795
C -0.267 0.113 -3.130
N 0.700 -0.034 -2.241
C 2.045 -0.413 -2.723
C 3.015 -0.531 -1.536
Te 4.362 1.094 -1.279
C 2.879 2.496 -0.800
C 3.052 3.268 0.346
C 2.159 4.295 0.638
C 1.084 4.547 -0.204
C 0.905 3.774 -1.346
C 1.803 2.759 -1.647
C -0.005 -0.207 -4.567
C -0.481 -1.396 -5.110
C -0.233 -1.703 -6.442
C 0.480 -0.820 -7.241
C 0.942 0.376 -6.708
C 0.700 0.681 -5.376
H -5.250 2.774 -4.455
H -5.449 1.060 -4.794
H -4.181 1.972 -5.606
H -5.020 2.297 -1.983
H -2.583 3.938 -1.041
H -2.589 6.278 -0.227
H -3.639 6.825 1.939
H -4.730 5.054 3.278
H -4.708 2.711 2.467
H -2.235 0.767 -4.826
H 2.409 0.319 -3.437
H 1.972 -1.359 -3.260
H 3.673 -1.392 -1.645
H 2.505 -0.691 -0.595
H 3.887 3.073 1.010
H 2.308 4.899 1.525
H 0.392 5.348 0.024
H 0.079 3.976 -2.018
H 1.675 2.189 -2.561
H -1.052 -2.080 -4.491
H -0.605 -2.631 -6.858
H 0.676 -1.062 -8.278
H 1.485 1.076 -7.331
H 1.045 1.625 -4.968
C 1.827 -5.408 1.972
C 2.312 -4.152 2.688
As 3.218 -2.883 1.505
C 4.834 -3.940 1.182
C 5.776 -3.265 0.186
C 3.906 -1.764 2.971
C 4.528 -0.435 2.544
H 1.236 -6.040 2.640
H 2.655 -6.016 1.606
H 1.199 -5.161 1.112
H 2.994 -4.396 3.506
H 1.469 -3.603 3.116
H 4.520 -4.913 0.799
H 5.330 -4.120 2.139
H 5.307 -3.175 -0.798
H 6.695 -3.840 0.052
H 6.064 -2.262 0.508
H 4.623 -2.369 3.529
H 3.050 -1.586 3.626
H 5.391 -0.574 1.892
H 4.868 0.132 3.414
H 3.813 0.182 1.998
C -1.556 -4.097 -1.293
C -0.492 -3.012 -1.446
C 0.844 -3.646 -1.830
C -0.362 -2.166 -0.169
H -1.599 -4.756 -2.166
H -2.549 -3.659 -1.158
H -1.335 -4.717 -0.418
H -0.816 -2.368 -2.271
H 1.021 -4.546 -1.232
H 1.685 -2.975 -1.638
H 0.871 -3.942 -2.884
H 0.237 -2.717 0.567
H -1.360 -2.029 0.265
*
```

Mulliken population analysis, charges in e, atoms 1 to 6: Ti -0.716; N 0.434; C 1.919; C -1.210; C -0.439; C -1.310

(4)
The following is a quantum chemistry calculation of a structure of composition C45H62BrGeN4O2P2SSn, from the Open Molecules 2025 dataset.

Calculated values
- HOMO energy (spin up / spin down): -9.8 / -9.8 eV
- LUMO level (spin up / spin down): -0.1886 / -0.1119 Eh
- Electronic energy: -219524.020 eV
- Energy above the lowest of the compared OMol25 structures with the same formula, charge and spin: 174.9 kJ/mol
- Gap between HOMO and LUMO (spin up / spin down): 0.17282 / 0.24953 hartree

Geometry as ORCA input:
```
! RIJCOSX wB97M-V def2-TZVPD def2/J DEFGRID3
* xyz 1 1
Sn -0.117 0.069 1.088
C 0.431 3.086 -3.651
C -0.677 2.057 -3.435
C -1.974 2.735 -3.001
P -0.103 0.751 -2.224
C 1.002 -0.367 -3.233
C 2.451 -0.150 -2.777
C 0.899 -0.312 -4.755
C -1.657 -0.205 -2.017
C -2.151 -1.141 -2.915
C -3.412 -1.707 -2.754
C -3.972 -2.679 -3.749
C -4.174 -1.334 -1.644
C -3.722 -0.398 -0.747
C -2.458 0.187 -0.915
N -1.930 1.100 -0.004
C -2.675 2.132 0.474
C -3.877 2.538 -0.155
C -4.619 3.587 0.329
C -4.202 4.310 1.448
C -5.020 5.440 1.994
C -2.975 3.970 2.023
C -2.204 2.919 1.563
P -0.527 2.605 2.218
C 0.322 4.109 1.499
C 1.732 4.375 2.015
C 0.360 3.929 -0.022
C -0.627 2.803 4.076
C -0.547 4.219 4.656
C -1.862 2.057 4.595
H 0.167 3.749 -4.476
H 1.384 2.613 -3.892
H 0.569 3.699 -2.759
H -0.865 1.528 -4.372
H -1.863 3.242 -2.039
H -2.795 2.020 -2.924
H -2.252 3.487 -3.742
H 0.703 -1.357 -2.900
H 2.821 0.831 -3.084
H 3.103 -0.909 -3.213
H 2.535 -0.222 -1.690
H 1.323 0.612 -5.152
H -0.126 -0.403 -5.115
H 1.468 -1.145 -5.174
H -1.552 -1.422 -3.774
H -3.367 -2.713 -4.651
H -4.986 -2.393 -4.032
H -4.022 -3.684 -3.326
H -5.137 -1.803 -1.483
H -4.314 -0.144 0.124
H -4.195 2.033 -1.056
H -5.532 3.869 -0.181
H -5.929 5.576 1.413
H -4.459 6.376 1.980
H -5.298 5.250 3.032
H -2.627 4.568 2.854
H -0.328 4.953 1.747
H 2.408 3.569 1.732
H 1.774 4.498 3.095
H 2.106 5.295 1.563
H 1.055 3.129 -0.290
H 0.700 4.849 -0.499
H -0.620 3.675 -0.427
H 0.256 2.264 4.431
H -1.208 4.930 4.164
H 0.464 4.617 4.616
H -0.841 4.173 5.706
H -2.769 2.641 4.442
H -1.754 1.866 5.663
H -1.998 1.099 4.096
C 0.646 -3.722 3.080
O 1.009 -2.780 2.061
C 1.949 -3.292 1.181
C 3.196 -3.684 1.634
C 4.119 -4.180 0.731
Br 5.845 -4.661 1.344
C 3.800 -4.334 -0.599
C 2.537 -3.964 -1.063
C 1.613 -3.412 -0.170
O 0.399 -2.963 -0.617
C 2.229 -4.261 -2.464
N 3.115 -4.727 -3.306
C 2.438 -4.954 -4.482
C 2.886 -5.469 -5.698
C 1.964 -5.614 -6.714
C 0.617 -5.262 -6.543
C 0.153 -4.757 -5.344
C 1.082 -4.608 -4.321
N 0.980 -4.160 -3.026
H 1.464 -3.885 3.782
H 0.365 -4.676 2.630
H -0.214 -3.307 3.600
H 3.442 -3.589 2.683
H 4.489 -4.782 -1.300
H -0.339 -3.317 -0.078
H 3.921 -5.755 -5.827
H 2.276 -6.017 -7.668
H -0.078 -5.398 -7.361
H -0.889 -4.507 -5.200
H 0.148 -3.875 -2.538
C 3.003 1.428 3.396
Ge 2.756 -0.040 4.687
C 3.031 0.699 6.507
C 4.038 -1.499 4.415
C 0.930 -0.652 4.639
H 4.061 1.653 3.265
H 2.515 2.330 3.765
H 2.585 1.172 2.419
H 4.067 1.027 6.602
H 2.837 -0.071 7.252
H 2.374 1.548 6.695
H 5.027 -1.165 4.729
H 4.097 -1.797 3.369
H 3.764 -2.363 5.021
H 0.081 -0.008 4.439
H 0.659 -1.629 5.019
S -2.077 -0.907 2.577
C -2.257 -2.204 1.564
N -2.370 -3.113 0.852
*
```

Mulliken population analysis, charges in e, atoms 1 to 6: Sn 0.471; C -1.366; C 0.516; C -1.412; P 0.808; C 1.757